ORCA calculation (ωB97M-V with the def2-TZVPD basis set) on C17H12N4O3S3 in the gas phase at a distorted geometry.

Computed properties:
HOMO level = -8.60 eV
SMILES = O=C1/C(=C/c2nc3ccccc3[nH]2)SC(=S)N1NS(=O)(=O)c1ccccc1
total charge = 0
orbital gap = 7.3 eV
relative energy (zero: lowest compared OMol25 entry of this formula, charge and spin) = 209.3 kJ/mol

Cartesian coordinates (Å):
O  -0.674  -2.069  -0.582
O  -3.116  -0.446  -1.374
O  -2.896  1.267  0.448
S  -0.670  0.517  3.575
N  4.090  -0.216  -1.978
S  1.420  0.062  1.663
C  -0.148  -1.250  0.112
C  -0.198  -0.239  2.190
C  3.417  -0.119  -0.897
C  2.148  -0.896  -0.853
C  1.209  -0.700  0.118
C  -7.575  -1.219  1.386
C  7.134  1.989  -2.435
C  7.304  2.383  -1.131
C  -6.711  -0.576  2.307
C  -7.103  -1.394  0.085
C  6.067  1.096  -2.854
C  6.398  1.989  -0.160
C  -5.318  -0.260  1.929
C  -5.834  -1.013  -0.258
C  5.212  0.549  -1.812
C  5.339  1.075  -0.524
C  -4.954  -0.510  0.641
N  4.133  0.638  0.071
N  -0.923  -0.994  1.238
N  -2.406  -1.118  1.134
S  -3.261  -0.085  0.073
H  2.053  -1.572  -1.682
H  -8.586  -1.567  1.681
H  7.690  2.420  -3.235
H  8.188  3.034  -0.997
H  -6.963  -0.306  3.284
H  -7.724  -1.837  -0.726
H  6.087  0.730  -3.950
H  6.342  2.549  0.723
H  -4.726  0.362  2.436
H  -5.460  -1.245  -1.376
H  3.751  0.959  0.912
H  -2.736  -1.986  0.818

---

ORCA calculation (ωB97M-V with the def2-TZVPD basis set) on a molecular structure, C41H46N10O6PS2 at a distorted geometry.

Computed properties:
HOMO level = -5.51 eV
total charge = -1
orbital gap = 7.3 eV

Cartesian coordinates (Å):
N  -0.836  0.459  -1.126
C  -0.171  1.767  -1.250
S  -1.167  3.100  -0.545
O  -0.838  4.291  -1.293
O  -0.772  3.165  0.849
N  -2.673  2.641  -0.650
S  -3.704  3.540  -1.478
O  -3.483  3.612  -2.901
O  -4.062  4.770  -0.814
P  -5.536  2.406  -1.330
O  -5.196  1.048  -2.161
O  -5.485  1.967  0.229
H  -0.355  -0.065  -0.408
H  -0.687  -0.039  -1.992
H  0.766  1.772  -0.700
H  -0.028  1.992  -2.301
H  -4.388  0.597  -1.874
H  -4.631  1.593  0.502
N  -4.532  -0.639  1.955
C  -3.547  -0.927  2.802
C  -3.753  -1.289  4.125
C  -5.055  -1.349  4.596
C  -6.091  -1.046  3.727
C  -5.777  -0.699  2.422
H  -2.543  -0.861  2.396
H  -2.913  -1.513  4.768
H  -5.259  -1.624  5.623
H  -7.122  -1.075  4.051
H  -6.556  -0.454  1.708
N  1.650  7.474  -0.422
C  1.695  8.750  -0.044
C  0.657  9.400  0.603
C  -0.501  8.683  0.872
C  -0.567  7.357  0.487
C  0.531  6.797  -0.154
H  2.616  9.278  -0.275
H  0.754  10.440  0.886
H  -1.338  9.155  1.373
H  -1.446  6.753  0.666
H  0.496  5.760  -0.462
N  2.330  0.508  -3.122
C  3.062  1.525  -2.678
C  4.449  1.525  -2.677
C  5.107  0.407  -3.161
C  4.357  -0.660  -3.631
C  2.973  -0.558  -3.590
H  2.508  2.379  -2.302
H  4.995  2.379  -2.301
H  6.189  0.373  -3.173
H  4.830  -1.552  -4.018
H  2.347  -1.371  -3.943
N  3.463  2.011  2.059
C  3.856  1.154  2.998
C  3.100  0.830  4.112
C  1.862  1.437  4.265
C  1.440  2.338  3.304
C  2.273  2.589  2.224
H  4.831  0.702  2.844
H  3.472  0.120  4.839
H  1.238  1.211  5.121
H  0.485  2.840  3.372
H  1.963  3.284  1.452
N  -6.219  -4.934  -1.494
C  -5.757  -3.801  -0.967
C  -5.424  -3.656  0.373
C  -5.582  -4.748  1.210
C  -6.063  -5.934  0.678
C  -6.366  -5.971  -0.674
H  -5.651  -2.969  -1.655
H  -5.050  -2.715  0.748
H  -5.333  -4.673  2.262
H  -6.203  -6.811  1.295
H  -6.742  -6.881  -1.131
N  9.254  2.772  -2.979
C  8.947  4.064  -2.901
C  8.498  4.680  -1.742
C  8.359  3.911  -0.598
C  8.675  2.564  -0.662
C  9.118  2.048  -1.871
H  9.063  4.632  -3.818
H  8.260  5.735  -1.740
H  8.005  4.353  0.324
H  8.576  1.924  0.204
H  9.372  0.997  -1.963
N  -2.353  -9.361  -3.541
C  -3.227  -8.360  -3.467
C  -3.620  -7.769  -2.275
C  -3.074  -8.243  -1.094
C  -2.163  -9.285  -1.154
C  -1.838  -9.805  -2.398
H  -3.633  -8.017  -4.412
H  -4.331  -6.954  -2.274
H  -3.356  -7.805  -0.144
H  -1.711  -9.688  -0.258
H  -1.127  -10.619  -2.487
N  0.943  -2.029  0.250
C  2.248  -1.812  0.382
C  3.008  -2.333  1.419
C  2.377  -3.112  2.373
C  1.017  -3.341  2.251
C  0.349  -2.781  1.173
H  2.703  -1.192  -0.384
H  4.067  -2.126  1.474
H  2.936  -3.533  3.200
H  0.482  -3.942  2.974
H  -0.716  -2.938  1.038

---

ORCA calculation (ωB97M-V with the def2-TZVPD basis set) on a molecular structure, C3H6I2N2 at a distorted geometry.

Computed properties:
HOMO level (spin up / spin down) = -8.82 / -7.46 eV
total charge = 0
orbital gap (spin up / spin down) = 8.0 / 5.7 eV
relative energy (zero: lowest compared OMol25 entry of this formula, charge and spin) = 180.4 kJ/mol

Cartesian coordinates (Å):
C  -0.268  -1.017  0.137
C  0.476  -0.319  -1.034
C  -0.411  1.021  1.330
N  -1.042  0.023  0.756
N  1.301  0.773  -0.709
I  -3.033  0.342  -0.359
I  3.182  0.329  -0.227
H  -0.917  -1.773  -0.061
H  0.503  -1.467  0.795
H  0.893  -1.036  -1.737
H  -0.206  0.091  -1.850
H  -1.067  1.784  1.797
H  0.590  1.248  1.162

---

ORCA calculation (ωB97M-V with the def2-TZVPD basis set) on C16H18N6O4 in the gas phase.

Computed properties:
HOMO level = -9.56 eV
SMILES = Cc1nc(CN(C)C(=O)c2coc([C@H](C)NC(=O)[C@@H]3C[C@H]3C#N)n2)no1
total charge = 0
orbital gap = 10.0 eV
relative energy (zero: lowest compared OMol25 entry of this formula, charge and spin) = 19.5 kJ/mol

Cartesian coordinates (Å):
C  3.814  -0.965  -4.349
C  3.879  -0.200  -3.081
N  2.905  0.221  -2.343
C  3.571  0.851  -1.316
C  2.857  1.518  -0.182
N  1.929  0.612  0.470
C  2.547  -0.400  1.314
C  0.670  0.344  0.012
O  0.058  -0.655  0.354
C  -0.017  1.289  -0.912
C  -1.141  0.955  -1.577
O  -1.535  2.027  -2.313
C  -0.617  2.983  -2.044
C  -0.790  4.318  -2.702
C  0.395  5.229  -2.422
N  -2.046  4.920  -2.283
C  -3.080  5.126  -3.144
O  -3.018  4.893  -4.333
C  -4.324  5.679  -2.495
C  -4.985  6.870  -3.089
C  -4.243  7.012  -1.778
C  -4.986  7.191  -0.557
N  -5.573  7.329  0.421
N  0.299  2.610  -1.223
N  4.863  0.816  -1.411
O  5.082  0.117  -2.599
H  2.775  -1.144  -4.604
H  4.297  -0.408  -5.151
H  4.332  -1.917  -4.241
H  3.594  1.853  0.547
H  2.328  2.389  -0.556
H  1.779  -0.904  1.890
H  3.079  -1.149  0.719
H  3.256  0.085  1.983
H  -1.735  0.062  -1.627
H  -0.897  4.156  -3.776
H  1.320  4.769  -2.767
H  0.253  6.175  -2.942
H  0.496  5.420  -1.354
H  -2.182  5.122  -1.306
H  -4.958  4.929  -2.039
H  -4.520  7.312  -3.958
H  -6.063  6.924  -3.059
H  -3.296  7.534  -1.804

---

no.,E_tot (Ha)
1,-2294.19345
2,-3726.72941
3,-822.63638
4,-1249.97597